(1)
Formula: C5H14N2
Source: OMol25
Level of theory: ωB97M-V/def2-TZVPD

```
21
C5H14N2 ωB97M-V/def2-TZVPD
C -0.00565 -2.74438 0.23131
C 0.71667 -2.02248 -0.89818
C 2.01680 -1.37105 -0.44498
H 0.62323 -3.51489 0.68053
H -0.92307 -3.20454 -0.13679
H -0.27952 -2.04961 1.02894
H 0.06300 -1.25663 -1.32379
H 0.91100 -2.71313 -1.72220
H 2.52830 -0.90478 -1.28324
H 1.81569 -0.59219 0.29136
H 2.68298 -2.09559 0.02343
C -2.07437 2.40634 -0.48567
N -0.28482 2.34218 1.57623
C 0.08075 2.07753 0.27382
N -0.67967 2.09706 -0.74562
H -2.60942 2.41758 -1.43129
H -2.21195 3.37615 0.00424
H -2.55782 1.64946 0.15030
H -1.26081 2.26396 1.77742
H 0.31338 1.97935 2.29575
H 1.13531 1.85964 0.13845
```

The SMILES is C/N=C\N.CCC. Its largest force on an atom is 0.008 hartree/bohr. The energy relative to the best compared isomer or geometry (same formula, charge and spin) comes out at 65.1 kJ/mol. As for the spin multiplicity: 1. Its total energy is -8391.9438 eV. The value obtained for the HOMO energy is -0.340 Ha. For the gap between HOMO and LUMO, the calculation gives 10.107 eV.



(2)
Formula: C5H12NO
Source: OMol25
Level of theory: ωB97M-V/def2-TZVPD

```
19
C5H12NO ωB97M-V/def2-TZVPD
C -0.68221 -0.51701 -1.01536
N -0.90082 -0.86959 -2.44546
C -0.90933 0.49840 -2.63013
O 0.29889 -2.27685 1.91477
C 0.51306 0.42846 -0.54252
C 1.00029 0.21246 0.82466
C 0.06825 0.70999 2.05601
H -0.40111 -1.54619 -0.54804
H -1.59254 -0.43523 -0.27473
H 0.68405 -2.79539 1.18521
H -0.12080 1.06261 -3.07300
H -1.88393 1.04871 -2.48995
H 1.20690 0.50542 -1.33958
H 0.22941 1.68837 -0.48675
H 1.93522 0.72754 0.99662
H 0.96425 -0.80916 1.12183
H 0.53529 1.68174 2.22628
H -1.00883 0.87324 1.79027
H 0.06396 -0.18751 2.72988
```

Its largest force on an atom is 0.098 hartree/bohr. Its total charge is -1. The energy relative to the best compared isomer or geometry (same formula, charge and spin) comes out at 599.4 kJ/mol. As for the spin multiplicity: 1. Its total energy is -8910.8510 eV. The value obtained for the HOMO energy is -0.103 Ha. For the gap between HOMO and LUMO, the calculation gives 5.818 eV.



(3)
Formula: C4H10NOS
Source: OMol25
Level of theory: ωB97M-V/def2-TZVPD

```
17
C4H10NOS ωB97M-V/def2-TZVPD
C -2.55060 1.23752 -0.50803
N -1.80308 0.06753 -0.74277
C -0.59580 0.01096 0.05041
C 0.21558 -1.27971 -0.27278
S 1.70506 -1.53628 0.53835
C 0.31303 1.23490 -0.19291
O 1.18711 1.42531 0.76806
H -2.45303 2.04115 -1.28879
H -3.67107 0.89948 -0.53350
H -2.24792 1.76882 0.37851
H -1.58798 0.16116 -1.87199
H -0.79478 -0.06578 1.18302
H 0.44764 -1.22639 -1.38431
H -0.44645 -2.12342 -0.18616
H 1.77752 0.65284 1.03814
H 0.85550 1.25902 -1.18287
H -0.32889 2.11626 -0.17090
```

The SMILES is CN[C@H](CO)C[S-]. Its largest force on an atom is 0.108 hartree/bohr. Its total charge is -1. The energy relative to the best compared isomer or geometry (same formula, charge and spin) comes out at 264.4 kJ/mol. As for the spin multiplicity: 1. Its total energy is -18682.3555 eV. The value obtained for the HOMO energy is -0.094 Ha. For the gap between HOMO and LUMO, the calculation gives 6.287 eV.



(4)
Formula: C3H5N3S
Source: OMol25
Level of theory: ωB97M-V/def2-TZVPD

```
12
C3H5N3S ωB97M-V/def2-TZVPD
C -0.69504 0.98892 -0.95364
C -1.32223 0.44520 1.16683
C 0.64459 1.29772 -0.80492
N -1.60110 0.81483 -0.11738
N -0.47776 -0.51113 1.34320
N 1.34805 -1.30558 -0.83658
S 1.94407 0.29855 -0.71818
H -0.98792 1.13258 -1.94024
H -1.69062 1.28410 1.82919
H -0.31108 -0.83286 2.37785
H 1.12155 -1.75344 0.04124
H 2.02749 -1.85890 -1.38738
```

Its largest force on an atom is 0.071 hartree/bohr. The energy relative to the best compared isomer or geometry (same formula, charge and spin) comes out at 418.4 kJ/mol. As for the spin multiplicity: 1. Its total energy is -18493.5617 eV. The value obtained for the HOMO energy is -0.327 Ha. For the gap between HOMO and LUMO, the calculation gives 8.709 eV.



(5)
Formula: C20H27As2Cl3KO12S
Source: OMol25
Level of theory: ωB97M-V/def2-TZVPD

```
66
C20H27As2Cl3KO12S ωB97M-V/def2-TZVPD
K -1.31195 -0.47002 -3.11613
C -3.76413 -2.61414 0.36163
S -3.51361 -1.24528 -0.76341
C -3.12269 -0.00909 0.47170
O -4.85840 -0.88509 -1.31410
H -4.55394 -2.33822 1.06062
H -2.82885 -2.80899 0.88394
H -4.06662 -3.47543 -0.23045
H -2.25779 -0.34329 1.04292
H -3.99880 0.10603 1.11063
H -2.88548 0.91650 -0.04704
Cl -0.55805 -3.73994 -3.02646
C 0.68233 -3.30509 -4.25960
Cl 1.75294 -2.06639 -3.53995
Cl 1.63765 -4.74184 -4.61026
C -0.07750 -2.69363 -5.54521
O -0.00524 -3.36304 -6.56101
O -0.63122 -1.61140 -5.27317
C -4.82581 1.07184 -3.89408
C -4.23270 -0.11295 -4.61242
O -4.70391 -0.75882 -5.47272
H -5.70153 1.44414 -4.43006
H -4.07481 1.85226 -3.78329
H -5.09955 0.71210 -2.89958
C 0.07134 -2.62615 4.67762
O 0.64750 -1.67270 3.78066
C -0.02439 -1.48636 2.63230
O -0.97641 -2.16578 2.32220
C 0.54000 -0.40003 1.79213
C 0.91597 0.75221 2.34954
As 1.72816 2.35432 1.43651
C 0.37795 3.60129 2.14912
C 1.10063 1.80695 -0.29683
C 1.73391 0.55214 -0.56520
As 0.59638 -0.94665 -0.13176
C 1.78599 -2.47103 0.20272
C 3.17264 0.44347 -0.64421
O 3.84156 -0.57444 -0.57884
O 3.77322 1.65292 -0.87468
C 5.19151 1.60029 -0.92854
C -0.17846 2.15076 -0.82526
O -0.94301 1.40084 -1.43313
O -0.61944 3.44467 -0.66643
C 0.28827 4.50030 -0.95249
C 0.74862 0.97896 3.81740
O -0.31224 1.22396 4.32952
O 1.86986 1.03133 4.56735
C 3.08659 0.47852 4.04702
H 0.72683 -2.64749 5.54306
H 0.01915 -3.60702 4.20818
H -0.92973 -2.30993 4.96645
H 0.50222 3.63625 3.23126
H -0.63591 3.29248 1.90927
H 0.56881 4.59510 1.74826
H 2.62734 -2.20864 0.83625
H 2.15832 -2.82747 -0.75481
H 1.17383 -3.25184 0.65822
H 5.52021 2.61893 -1.12152
H 5.52873 0.93652 -1.72451
H 5.60602 1.24343 0.01555
H -0.11314 5.39803 -0.48598
H 0.34679 4.65132 -2.03363
H 1.29071 4.30230 -0.57517
H 3.77866 0.47132 4.88503
H 3.48953 1.09388 3.24369
H 2.92516 -0.53719 3.69123
```

Its largest force on an atom is 0.004 hartree/bohr. Its total charge is -1. The energy relative to the best compared isomer or geometry (same formula, charge and spin) comes out at 17.0 kJ/mol. As for the spin multiplicity: 1. Its total energy is -232152.1566 eV. The value obtained for the HOMO energy (spin up / spin down) is -0.196 / -0.168 Ha. For the gap between HOMO and LUMO (spin up / spin down), the calculation gives 6.916 / 6.506 eV.



(6)
Formula: C5H10O
Source: OMol25
Level of theory: ωB97M-V/def2-TZVPD

```
16
C5H10O ωB97M-V/def2-TZVPD
C 2.89533 0.21457 -0.32147
C 1.63208 -0.43933 0.18320
O 0.56819 0.00936 -0.63888
C -0.64517 -0.25251 -0.09776
C -3.01606 0.18633 0.33187
C -1.75891 0.37327 -0.45096
H 3.77015 -0.18634 0.19724
H 2.84940 1.29631 -0.16297
H 2.99563 0.02765 -1.39393
H 1.68581 -1.53584 0.12644
H 1.44211 -0.16808 1.23344
H -0.66218 -1.02778 0.67216
H -2.82972 -0.37107 1.25896
H -3.41210 1.16510 0.62986
H -3.75296 -0.34925 -0.27070
H -1.76159 1.05759 -1.29651
```

The SMILES is C/C=C/OCC. Its largest force on an atom is 0.007 hartree/bohr. The energy relative to the best compared isomer or geometry (same formula, charge and spin) comes out at 113.2 kJ/mol. As for the spin multiplicity: 1. Its total energy is -7393.5919 eV. The value obtained for the HOMO energy is -0.309 Ha. For the gap between HOMO and LUMO, the calculation gives 9.561 eV.



> What is the largest force on an atom in the fifth record?

0.004 hartree/bohr